# C10H18Cl2N2

A 3-piece molecular cluster, C10H18Cl2N2 overall at a distorted geometry (ωB97M-V with the def2-TZVPD basis set, OMol25).

Structure (XYZ):
```
32
Properties=species:S:1:pos:R:3:nbo_charge:R:1
C -0.1884 3.8535 -1.5818 -0.6275
C 0.0071 2.5835 -0.7842 -0.3812
C 1.3644 2.3685 -0.1077 -0.5115
C 1.7714 3.5491 0.6818 0.2910
N 2.1108 4.4700 1.2793 -0.3320
H -1.0171 3.7898 -2.2876 0.2182
H 0.6994 3.9884 -2.2264 0.2002
H -0.2202 4.8373 -1.1134 0.2297
H -0.1354 1.6673 -1.3667 0.2041
H -0.8303 2.5504 -0.0742 0.2046
H 2.1015 2.1054 -0.8617 0.2430
H 1.1881 1.5326 0.5688 0.2563
C 1.1148 -2.0960 -0.7485 -0.6160
C -0.2601 -2.4787 -1.2984 -0.3811
C -0.2581 -3.6451 -2.2945 -0.5176
C -0.2314 -4.9480 -1.6427 0.2847
N -0.1814 -5.9831 -1.1490 -0.3242
H 1.7949 -1.7599 -1.5233 0.2093
H 1.5042 -2.8856 -0.0993 0.2194
H 0.9663 -1.3079 -0.0014 0.2127
H -0.5805 -1.6163 -1.8974 0.1974
H -1.0203 -2.5591 -0.5238 0.2162
H 0.6299 -3.5899 -2.9342 0.2458
H -1.0553 -3.5192 -3.0275 0.2518
Cl 0.0952 -1.7858 3.1908 -0.0276
C -1.1980 -0.6953 3.6490 -0.4125
C -1.3415 0.4544 2.6518 -0.3882
Cl -0.1465 1.7155 3.0444 -0.0593
H -1.1622 -0.3374 4.6741 0.2318
H -2.1391 -1.2553 3.6114 0.2196
H -2.3162 0.9176 2.5276 0.2288
H -1.0665 0.0795 1.6646 0.2141
```

E = -38686.1693 eV
relative energy (zero: lowest compared OMol25 entry of this formula, charge and spin) = 0.438 eV
maximum force = 2.34 eV/A
highest occupied orbital energy = -11.02 eV
structure (SMILES) = CCCC#N.CCCC#N.ClCCCl
charge = 0
gap between HOMO and LUMO = 11.352 eV

=====

# C10H18F9MnN4O

C10H18F9MnN4O as an isolated structure (ωB97M-V with the def2-TZVPD basis set, OMol25).

Structure (XYZ):
```
43
Properties=species:S:1:pos:R:3:nbo_charge:R:1
Mn 0.1979 -0.0266 -0.1866 1.5707
N 1.9377 -0.1324 -1.1208 -0.7153
C 3.0509 -0.5278 -0.1906 -0.2485
C 2.7800 0.1403 1.1369 -0.2567
N 1.3515 -0.1328 1.5219 -0.4099
C 1.2247 -1.5115 2.1326 -0.2499
C -0.0233 -2.1740 1.6051 -0.2527
N 0.0102 -2.0125 0.1109 -0.7641
C 0.7909 0.9312 2.4295 -0.2502
C 0.7060 2.2404 1.6731 -0.2537
N 0.1269 1.9602 0.3086 -0.7955
H 1.8528 -0.7640 -1.9244 0.4525
H 2.0956 0.7948 -1.5301 0.4378
H 4.0001 -0.2044 -0.6209 0.2959
H 3.0691 -1.6147 -0.1319 0.2360
H 2.9305 1.2143 1.0554 0.2385
H 3.4470 -0.2247 1.9201 0.2829
H 1.2216 -1.4339 3.2204 0.2814
H 2.1062 -2.0863 1.8489 0.2387
H -0.9377 -1.7102 1.9720 0.2426
H -0.0658 -3.2321 1.8683 0.2930
H -0.8598 -2.3251 -0.3326 0.4596
H 0.7524 -2.5830 -0.2988 0.4259
H 1.4156 1.0205 3.3214 0.2790
H -0.1968 0.5943 2.7527 0.2407
H 1.6732 2.7174 1.5412 0.2449
H 0.0750 2.9505 2.2072 0.2860
H 0.5055 2.5957 -0.3972 0.4441
H -0.8741 2.1687 0.3102 0.4403
F -2.4362 -2.0820 -1.4932 -0.3410
C -2.5576 -1.1341 -2.4742 0.9910
F -1.7682 -1.4858 -3.4644 -0.2613
F -3.8084 -1.0805 -2.8528 -0.2453
C -2.0936 0.2251 -1.8705 -0.0297
O -0.6964 0.1558 -1.6792 -0.6263
C -2.7607 0.4733 -0.4811 1.0017
F -2.8454 1.7361 -0.1407 -0.2561
F -3.8510 -0.1562 -0.2379 -0.2043
F -1.7652 -0.0566 0.5086 -0.3812
C -2.3911 1.4318 -2.8205 0.9891
F -1.6841 2.4855 -2.3824 -0.3094
F -2.0236 1.1473 -4.0493 -0.2565
F -3.6821 1.7078 -2.7650 -0.2647
```

E = -74419.0333 eV
maximum force = 0.65 eV/A
highest occupied orbital energy (spin up / spin down) = -22.12 / -22.38 eV
<S²> = 3.859
charge = +3
spin multiplicity = 4
gap between HOMO and LUMO (spin up / spin down) = 7.654 / 9.033 eV

=====

# C10H18F9O6S2

A 3-piece molecular cluster, C10H18F9O6S2 overall at a distorted geometry (ωB97M-V with the def2-TZVPD basis set, OMol25).

Structure (XYZ):
```
45
Properties=species:S:1:pos:R:3:nbo_charge:R:1
F -0.2457 -2.4755 5.3737 -0.2731
C -0.3941 -1.3715 4.7047 0.6351
F 0.2296 -0.4155 5.4739 -0.3520
C 0.3828 -1.4127 3.4051 -0.4843
C 0.4854 -0.0677 2.6709 -0.5072
S 1.8290 1.0204 3.3032 0.4413
C -1.8716 -0.9140 4.6515 0.4505
F -2.3470 -1.0580 5.8557 -0.2745
F -1.9745 0.3678 4.3953 -0.2980
S -3.0137 -1.8487 3.4767 2.3822
F -3.7903 -2.4914 4.6698 -0.4376
F -2.0602 -3.0986 3.4388 -0.4598
F -2.2982 -1.1617 2.2299 -0.4808
F -4.0212 -0.6377 3.5259 -0.4493
F -3.9661 -2.5708 2.4762 -0.4278
H 1.3972 -1.7359 3.6476 0.2457
H 0.0202 -2.1494 2.6952 0.2821
H 0.8016 -0.2891 1.6539 0.2753
H -0.4471 0.4802 2.5745 0.2856
H 2.2521 0.5009 4.4843 0.2241
H 1.1647 2.1317 3.7069 0.2200
C 1.8194 0.9138 -2.3057 -0.2564
O 2.6245 1.2639 -1.1705 -0.5223
C 3.7005 2.0043 -1.4736 0.9749
O 4.0139 2.3716 -2.5708 -0.6137
O 4.3615 2.2616 -0.3387 -0.5128
C 5.5430 3.0523 -0.5177 -0.2583
H 0.9845 0.3203 -1.9415 0.1869
H 1.4284 1.8063 -2.7894 0.2054
H 2.3906 0.3166 -3.0130 0.2040
H 5.2935 4.0266 -0.9335 0.1997
H 6.2567 2.5365 -1.1568 0.2018
H 5.9854 3.1907 0.4652 0.1931
C -2.9368 -0.8850 -2.9031 -0.2544
O -3.1739 -0.9441 -4.3056 -0.4880
C -2.2076 -0.4043 -5.0551 0.9826
O -1.1948 0.1058 -4.6428 -0.6581
O -2.5583 -0.5277 -6.3308 -0.4841
C -1.6144 0.0095 -7.2622 -0.2573
H -3.7886 -1.3527 -2.4163 0.1992
H -2.0335 -1.4365 -2.6421 0.1825
H -2.8621 0.1494 -2.5683 0.1872
H -0.6585 -0.5048 -7.1799 0.1931
H -1.4865 1.0791 -7.1055 0.1941
H -2.0201 -0.1559 -8.2561 0.2033
```

E = -69064.9665 eV
maximum force = 1.89 eV/A
highest occupied orbital energy = -12.75 eV
charge = +1
gap between HOMO and LUMO = 8.753 eV

=====

# C10H18MoN6OPSe3Te

C10H18MoN6OPSe3Te as an isolated structure at a distorted geometry (ωB97M-V with the def2-TZVPD basis set, OMol25).

Structure (XYZ):
```
41
Properties=species:S:1:pos:R:3:nbo_charge:R:1
Mo -0.8275 -1.6755 -1.8010 0.5971
Se -1.6493 -0.4178 -3.4179 0.2515
Se -4.2299 -3.0271 -3.6954 -0.4306
Te -2.2257 -3.9440 -2.7511 0.7299
Se -2.1585 -3.1204 -0.3776 -0.1162
C 0.6829 3.1252 0.2949 -0.4046
N 0.7581 1.6841 0.0484 -0.8167
C 1.4928 1.2971 -1.1556 -0.4032
P -0.3720 0.7148 0.7202 2.4890
O -0.6432 -0.4612 -0.2241 -1.0903
N 0.2033 0.1741 2.1417 -0.8023
C 1.3584 0.7271 2.8435 -0.4010
C -0.6461 -0.6945 2.9558 -0.4112
N -1.7858 1.4867 0.9714 -0.8180
C -2.1644 2.0598 2.2593 -0.4026
C -2.8535 1.4416 -0.0246 -0.4037
H 1.6836 3.5485 0.2126 0.2202
H 0.3217 3.3258 1.3026 0.2119
H 0.0257 3.6291 -0.4183 0.2027
H 2.4474 1.8227 -1.1661 0.2227
H 0.9473 1.5494 -2.0689 0.1968
H 1.7052 0.2298 -1.1475 0.2059
H 2.0195 1.2284 2.1434 0.2268
H 1.9071 -0.0874 3.3165 0.2166
H 1.0509 1.4317 3.6216 0.1943
H -1.4420 -1.1254 2.3485 0.2140
H -1.0958 -0.1499 3.7895 0.2027
H -0.0453 -1.5105 3.3584 0.2213
H -1.3082 2.1017 2.9288 0.2113
H -2.9533 1.4728 2.7357 0.2057
H -2.5295 3.0778 2.1136 0.2139
H -2.4422 1.3202 -1.0258 0.2071
H -3.4043 2.3818 0.0002 0.2185
H -3.5480 0.6208 0.1711 0.2068
N 0.9156 -2.4123 -2.3231 -0.6038
C 1.9385 -2.9034 -2.6454 0.5879
C 3.1066 -3.4698 -3.0078 -0.4091
C 3.9173 -4.0575 -1.9942 0.2554
N 4.5680 -4.5133 -1.1630 -0.2281
C 3.4863 -3.4478 -4.3806 0.2520
N 3.7881 -3.4334 -5.4899 -0.2208
```

E = -236120.8056 eV
relative energy (zero: lowest compared OMol25 entry of this formula, charge and spin) = 0.756 eV
maximum force = 1.39 eV/A
highest occupied orbital energy (spin up / spin down) = -11.08 / -11.08 eV
charge = +1
gap between HOMO and LUMO (spin up / spin down) = 5.106 / 5.110 eV

=====

# C10H18N

A 2-piece molecular cluster, C10H18N overall at a distorted geometry (ωB97M-V with the def2-TZVPD basis set, OMol25).

Structure (XYZ):
```
29
Properties=species:S:1:pos:R:3:nbo_charge:R:1
C 1.0301 -2.1081 -0.1930 -0.4222
C 2.1028 -2.7438 0.6834 -0.6073
C 1.2178 -0.6359 -0.5009 -0.0112
C 1.0033 -0.1302 -1.7875 -0.2843
C 1.6063 0.2387 0.5198 -0.2490
C 1.0180 1.2416 -2.0338 -0.2114
C 1.6886 1.5971 0.2247 -0.1882
C 1.3206 2.1359 -1.0122 -0.2476
H 0.9317 -2.6619 -1.1220 0.2244
H 0.0363 -2.2217 0.2805 0.1777
H 1.7361 -3.6593 1.1577 0.2266
H 1.1326 -0.8592 -2.5845 0.2403
H 1.7449 -0.0416 1.5547 0.2327
H 0.7408 1.5829 -3.0257 0.2338
H 1.9025 2.3038 1.0167 0.2281
H 1.3309 3.2117 -1.1158 0.2410
H 2.4670 -2.0992 1.4750 0.2115
H 2.9358 -3.0688 0.0698 0.2266
C -2.8985 0.7816 0.2668 -0.2227
C -2.7131 1.1479 1.7230 -0.6486
N -1.6098 0.2768 -0.3054 -0.6828
H -3.6328 -0.0162 0.1588 0.2269
H -3.2388 1.6016 -0.3554 0.2326
H -2.4020 2.1807 1.8923 0.2384
H -1.9696 0.5347 2.2290 0.2235
H -1.3248 -0.6330 0.0750 0.4416
H -1.6819 0.0326 -1.2993 0.4461
H -0.8272 0.9393 -0.2563 0.4681
H -3.6475 1.0717 2.2650 0.2555
```

E = -12145.7401 eV
relative energy (zero: lowest compared OMol25 entry of this formula, charge and spin) = 0.000 eV
maximum force = 1.27 eV/A
highest occupied orbital energy = -12.90 eV
charge = +1
gap between HOMO and LUMO = 9.806 eV

=====

# C10H18N2O5

The molecule C10H18N2O5 at a distorted geometry (ωB97M-V with the def2-TZVPD basis set, OMol25).

Structure (XYZ):
```
35
Properties=species:S:1:pos:R:3:nbo_charge:R:1
C -1.7196 -3.7603 -0.3363 -0.6096
C -1.2107 -2.3688 -0.3159 -0.2364
C -0.2657 -2.4468 -1.5420 -0.6176
C -0.3831 -1.9534 0.9081 -0.4103
C -0.0895 -0.4563 0.8748 -0.1736
N 1.2551 -0.0861 0.9508 -0.6022
C 1.7504 1.0865 0.5732 0.6633
O 2.9849 1.3348 0.4687 -0.6420
C 0.8504 2.3083 0.3226 -0.1630
N 0.9368 3.1546 1.5328 -0.8231
C 1.0182 2.9741 -1.0135 -0.5189
C 0.2759 2.2807 -2.1321 0.8225
O -0.3903 1.3226 -2.0110 -0.6015
O 0.5921 2.8004 -3.3235 -0.6861
C -0.8295 0.2003 2.0463 0.7816
O -1.2067 -0.3027 3.0284 -0.5612
O -1.1379 1.5635 1.7484 -0.7101
H -2.3616 -4.0522 0.4702 0.2041
H -2.4261 -4.0414 -1.2051 0.2165
H -0.9847 -4.5885 -0.4358 0.2119
H -1.9031 -1.5870 -0.4619 0.2061
H -0.4716 -3.1009 -2.4389 0.2200
H -0.3159 -1.3929 -1.9786 0.2220
H 0.7199 -2.7660 -1.2013 0.2039
H 0.5482 -2.5052 0.8641 0.2102
H -0.7219 -2.2375 1.9316 0.2454
H -0.5451 0.1574 0.0562 0.2663
H 1.8834 -0.6107 1.5570 0.4125
H -0.2497 1.9872 0.3841 0.2562
H 0.7382 2.6665 2.3741 0.3553
H 1.8568 3.6109 1.7810 0.3714
H 0.6146 3.8437 -1.0069 0.2320
H 2.1404 3.1869 -1.1375 0.2560
H 0.4321 2.1516 -4.0325 0.4988
H -1.3844 1.6270 2.7002 0.4993
```

E = -23877.8513 eV
relative energy (zero: lowest compared OMol25 entry of this formula, charge and spin) = 3.939 eV
maximum force = 6.74 eV/A
highest occupied orbital energy = -9.06 eV
structure (SMILES) = CC(C)C[C@H](NC(=O)[C@@H](N)CC(=O)O)C(=O)O
charge = 0
gap between HOMO and LUMO = 9.640 eV